# 1
The following is a quantum chemistry calculation of C32H42N3O6P as an isolated structure in a non-equilibrium geometry, from OMol25.

## Properties
Strongest force on any atom = 5.25 eV/A
HOMO-LUMO gap = 5.60 eV
E_LUMO = 0.0 eV

Element x y z (Å)
C1 3.98 5.12 1.57
C2 2.69 4.40 1.21
O1 2.56 3.20 2.08
P1 1.77 1.88 1.66
C3 0.16 1.62 2.57
C4 -0.59 2.97 2.43
O2 -1.50 3.29 3.18
O3 -0.20 3.74 1.38
C5 -1.30 4.04 0.42
C6 -1.48 2.87 -0.51
O4 1.51 1.83 0.20
O5 2.71 0.71 2.20
C7 3.51 -0.07 1.25
C8 4.87 -0.31 1.85
H1 4.08 6.11 1.09
H2 4.02 5.27 2.65
H3 4.84 4.53 1.24
H4 1.82 5.01 1.45
H5 2.66 4.15 0.14
H6 0.53 1.48 3.60
H7 -2.19 4.23 1.02
H8 -1.05 4.94 -0.14
H9 -2.09 3.22 -1.35
H10 -0.52 2.50 -0.89
H11 -2.06 2.06 -0.04
H12 2.95 -1.00 1.07
H13 3.59 0.48 0.30
H14 5.43 -1.02 1.23
H15 5.43 0.63 1.90
H16 4.77 -0.72 2.86
C9 -1.73 -4.94 -1.93
N1 -1.10 -3.70 -1.51
C10 -0.42 -2.93 -2.40
O6 -0.24 -3.21 -3.60
C11 0.12 -1.73 -1.62
C12 -0.14 -0.36 -2.29
C13 0.58 -0.24 -3.59
C14 1.94 -0.08 -3.79
N2 2.21 -0.15 -5.14
C15 1.03 -0.32 -5.85
C16 0.80 -0.54 -7.20
C17 -0.52 -0.78 -7.61
C18 -1.58 -0.81 -6.68
C19 -1.34 -0.61 -5.31
C20 -0.03 -0.37 -4.89
N3 -0.51 -1.87 -0.30
C21 -0.34 -0.94 0.67
C22 -0.93 -0.92 1.93
C23 -0.73 0.12 2.85
C24 -1.43 0.05 4.10
C25 -1.53 1.15 4.98
C26 -2.27 1.06 6.16
C27 -2.94 -0.11 6.50
C28 -2.84 -1.23 5.67
C29 -2.05 -1.18 4.53
C30 -1.37 -3.08 -0.22
C31 -2.87 -2.73 -0.11
C32 -0.95 -4.03 0.92
H17 -1.32 -5.26 -2.89
H18 -1.54 -5.70 -1.17
H19 -2.82 -4.81 -2.03
H20 1.22 -1.88 -1.57
H21 -1.23 -0.24 -2.44
H22 0.21 0.41 -1.58
H23 2.71 0.03 -3.03
H24 3.14 -0.08 -5.55
H25 1.63 -0.52 -7.90
H26 -0.75 -0.95 -8.67
H27 -2.59 -1.00 -7.02
H28 -2.13 -0.65 -4.56
H29 0.40 -0.17 0.49
H30 -1.63 -1.69 2.21
H31 -0.57 0.99 1.63
H32 -1.05 2.05 4.69
H33 -2.30 1.94 6.78
H34 -3.54 -0.13 7.41
H35 -3.37 -2.14 5.95
H36 -1.89 -2.13 4.00
H37 -3.23 -2.29 -1.05
H38 -3.44 -3.65 0.09
H39 -3.05 -2.02 0.69
H40 0.03 -4.48 0.70
H41 -0.86 -3.48 1.86
H42 -1.70 -4.82 1.04

# 2
The following is a quantum chemistry calculation of a 3-piece molecular cluster, C32H43BClIN2O11PS overall in a non-equilibrium geometry, from OMol25.

## Properties
Strongest force on any atom = 3.83 eV/A
Net charge = +1
HOMO-LUMO gap = 7.67 eV
E_LUMO = -3.7 eV

Element x y z (Å)
C1 -0.29 2.38 2.80
C2 0.77 1.66 2.33
C3 0.76 0.40 1.47
N1 0.61 0.51 -0.04
C4 -0.59 1.33 -0.34
C5 -1.92 0.85 0.28
C6 -3.02 0.76 -0.81
C7 -4.25 0.01 -0.31
C8 -5.46 0.93 -0.08
C9 -6.33 1.09 -1.36
C10 -6.40 2.56 -1.84
C11 0.67 -0.87 -0.67
B1 -0.43 -1.29 -1.80
O1 -0.08 -1.17 -3.12
O2 -1.67 -1.76 -1.46
C12 -2.36 -2.55 -2.43
P1 0.65 -2.39 0.52
O3 -0.85 -2.45 1.20
I1 0.68 -4.23 -1.10
O4 1.91 -1.09 -1.33
C13 2.84 -0.05 -0.91
C14 3.92 0.10 -1.99
C15 3.89 -0.99 -3.05
O5 4.81 -1.80 -3.13
O6 2.86 -1.00 -3.91
N2 3.49 -0.54 0.31
C16 3.93 -1.69 0.37
S1 4.34 -3.17 0.55
C17 1.81 1.10 -0.76
O7 1.56 1.31 -2.12
C18 2.38 2.47 -0.23
Cl1 3.14 3.47 -1.52
C19 3.43 2.35 0.92
C20 4.90 2.50 0.55
H1 -0.54 2.38 3.86
H2 -0.92 2.96 2.13
H3 1.74 1.98 2.70
H4 1.67 -0.12 1.73
H5 -0.04 -0.20 1.89
H6 -0.43 2.37 -0.03
H7 -0.78 1.42 -1.41
H8 -2.32 1.53 1.02
H9 -1.83 -0.16 0.67
H10 -2.63 0.41 -1.76
H11 -3.33 1.80 -0.99
H12 -4.56 -0.73 -1.05
H13 -4.05 -0.52 0.63
H14 -5.16 1.93 0.23
H15 -6.12 0.53 0.69
H16 -7.34 0.74 -1.18
H17 -5.92 0.48 -2.16
H18 -7.29 3.01 -1.42
H19 -5.52 3.11 -1.53
H20 -6.48 2.63 -2.92
H21 -0.70 -0.61 -3.60
H22 -1.70 -3.17 -3.03
H23 -3.00 -1.95 -3.07
H24 -3.02 -3.22 -1.88
H25 -1.38 -3.10 0.71
H26 4.91 0.03 -1.56
H27 3.90 1.04 -2.53
H28 2.66 -1.93 -4.07
H29 0.95 2.04 -2.25
H30 1.56 3.09 0.13
H31 3.25 1.46 1.52
H32 3.20 3.18 1.59
H33 5.47 2.10 1.39
H34 5.21 3.53 0.47
H35 5.22 1.93 -0.32
C21 -1.62 -10.22 0.80
C22 -1.97 -8.96 0.56
C23 -0.97 -7.93 0.23
O8 -1.29 -6.78 0.00
C24 0.45 -8.34 0.17
C25 0.82 -9.60 0.42
C26 -0.19 -10.64 0.75
O9 0.13 -11.78 0.97
H36 -2.34 -10.99 1.05
H37 -3.01 -8.64 0.59
H38 1.17 -7.57 -0.07
H39 1.85 -9.92 0.39
C27 1.88 7.77 3.84
C28 2.29 6.52 4.03
C29 2.32 5.54 2.92
O10 2.69 4.39 3.10
C30 1.90 6.01 1.58
C31 1.50 7.26 1.38
C32 1.46 8.24 2.50
O11 1.10 9.38 2.31
H40 1.85 8.50 4.64
H41 2.60 6.15 5.00
H42 1.94 5.28 0.78
H43 1.19 7.62 0.41